Record 1
{"formula": "C30H30AsN4O6Tl", "method": "ωB97M-V with the def2-TZVPD basis set", "homo_lumo_gap_ev": 4.345, "de_lowest_kj_mol": 277.7, "total_charge": -2, "e_homo_ev": -0.664, "symbols": ["Tl", "C", "C", "C", "C", "C", "H", "H", "H", "H", "H", "O", "C", "C", "C", "C", "C", "C", "C", "N", "C", "C", "N", "H", "H", "H", "H", "H", "H", "H", "C", "As", "C", "C", "O", "H", "H", "H", "H", "H", "H", "H", "H", "H", "O", "C", "O", "C", "C", "C", "C", "C", "C", "N", "O", "O", "H", "H", "H", "H", "N", "C", "C", "C", "C", "C", "C", "H", "H", "H", "H", "H"], "positions_angstrom": [[0.2356, -0.0064, 0.0590], [2.0069, -1.9124, 2.7451], [1.0590, -2.4030, 1.8601], [1.5001, -2.1080, 0.5301], [2.7885, -1.4846, 0.6434], [3.0779, -1.3440, 1.9928], [1.9275, -1.9014, 3.8268], [0.1233, -2.8887, 2.1207], [1.1239, -2.5787, -0.3714], [3.3914, -1.1602, -0.1977], [3.9316, -0.8257, 2.4115], [0.9548, -0.5817, -2.0862], [0.5008, -0.2286, -3.2361], [0.4280, -1.1978, -4.2839], [0.0047, -0.8903, -5.5550], [-0.3980, 0.4126, -5.8768], [-0.3588, 1.3698, -4.8818], [0.0731, 1.0957, -3.5784], [0.0937, 2.1615, -2.5741], [0.5379, 2.0875, -1.3336], [0.3516, 3.3255, -0.7524], [-0.1901, 4.1754, -1.6585], [-0.3445, 3.4312, -2.8164], [0.7262, -2.2071, -4.0206], [-0.0228, -1.6648, -6.3148], [-0.7347, 0.6651, -6.8751], [-0.6775, 2.3753, -5.1395], [0.6152, 3.5018, 0.2803], [-0.4804, 5.2114, -1.5979], [-0.8117, 3.7321, -3.6474], [-4.7936, 1.0924, 0.9071], [-2.8939, 1.0039, 1.2691], [-2.5209, -0.5016, 2.4240], [-2.7484, 2.4950, 2.5038], [-2.0193, 1.3134, -0.1007], [-5.3534, 0.9004, 1.8252], [-5.0522, 0.3627, 0.1431], [-4.9879, 2.1042, 0.5586], [-2.4757, -0.1101, 3.4364], [-1.5443, -0.9040, 2.1721], [-3.2949, -1.2612, 2.3197], [-3.5006, 2.4006, 3.2928], [-2.8949, 3.4299, 1.9616], [-1.7413, 2.4644, 2.9175], [-3.5458, -1.6537, -0.0367], [-2.4955, -2.2640, -0.2953], [-1.3218, -1.8378, -0.4556], [-2.5962, -3.7946, -0.3274], [-1.4434, -4.5712, -0.2517], [-1.5228, -5.9611, -0.2449], [-2.7530, -6.5873, -0.3303], [-3.8929, -5.7991, -0.4075], [-3.8308, -4.4146, -0.3971], [-5.2047, -6.4573, -0.4939], [-6.1921, -5.7641, -0.5250], [-5.2432, -7.6684, -0.5325], [-0.4900, -4.0568, -0.1931], [-0.6212, -6.5564, -0.1764], [-2.8528, -7.6634, -0.3342], [-4.7311, -3.8169, -0.4396], [0.1330, 1.0443, 1.9517], [1.1309, 1.8600, 2.2958], [0.9857, 2.5987, 3.5327], [1.9206, 3.5192, 3.9693], [3.0894, 3.7888, 3.2537], [3.2870, 3.0653, 2.0704], [2.3721, 2.1383, 1.6118], [0.1011, 2.4051, 4.1329], [1.7386, 4.0421, 4.9057], [3.8160, 4.5121, 3.6050], [4.1958, 3.2268, 1.4953], [2.5796, 1.5870, 0.7009]], "forces_ev_per_a": [[0.43, 0.26, 0.57], [0.16, 0.06, -0.10], [-0.01, 0.02, -0.04], [0.08, -0.31, -0.13], [-0.09, 0.03, 0.02], [-0.17, -0.05, 0.09], [-0.01, 0.01, -0.09], [0.08, 0.06, -0.04], [0.03, 0.15, 0.02], [-0.05, -0.02, 0.09], [-0.04, -0.01, -0.02], [-0.22, 0.09, 0.04], [-0.07, 0.01, 0.02], [0.03, 0.01, 0.03], [-0.01, 0.10, 0.05], [0.04, -0.07, 0.05], [0.01, -0.01, 0.07], [0.02, -0.01, 0.08], [0.07, 0.08, 0.10], [0.00, 0.21, 0.03], [0.00, -0.13, -0.07], [-0.01, -0.11, -0.11], [-0.04, 0.02, 0.05], [0.00, 0.06, -0.01], [0.00, -0.01, 0.02], [0.00, 0.00, 0.03], [0.02, 0.02, 0.01], [-0.01, -0.05, -0.11], [0.01, -0.07, -0.01], [-0.03, 0.04, -0.08], [0.04, -0.31, -0.05], [0.20, 0.50, 0.35], [-0.18, -0.11, -0.13], [0.06, 0.00, -0.04], [-0.14, -0.45, -0.13], [0.01, 0.01, -0.05], [0.04, 0.00, 0.04], [-0.06, 0.06, -0.04], [0.05, 0.05, 0.09], [0.04, -0.02, 0.01], [0.06, 0.11, -0.04], [0.04, 0.00, -0.04], [-0.01, -0.04, -0.02], [-0.04, 0.02, -0.04], [0.09, 0.09, -0.26], [0.20, -0.04, 0.38], [-0.41, 0.12, -0.04], [0.20, 0.00, -0.11], [0.01, -0.01, -0.03], [0.02, 0.12, -0.01], [-0.17, -0.15, 0.00], [0.21, 0.12, 0.02], [-0.32, -0.11, -0.02], [0.46, 0.24, 0.01], [-0.59, 0.51, -0.01], [0.13, -0.74, 0.00], [-0.07, -0.06, 0.01], [0.00, 0.02, 0.01], [0.04, 0.02, 0.00], [0.07, 0.02, 0.01], [0.22, 0.06, -0.36], [-0.09, -0.17, 0.05], [0.13, 0.11, -0.05], [-0.11, -0.12, -0.05], [-0.01, -0.09, -0.15], [-0.09, 0.00, 0.14], [-0.23, -0.04, 0.05], [0.05, -0.01, -0.02], [-0.02, -0.01, 0.01], [-0.01, -0.02, -0.01], [-0.03, -0.02, -0.02], [0.01, -0.01, -0.02]], "mulliken_charge": [1.316, -0.935, -0.195, -0.532, -1.080, -0.155, 0.361, 0.400, 0.648, 0.486, 0.424, -0.650, 0.013, -0.627, -0.443, -0.757, -0.667, 0.695, 0.384, 0.045, -0.185, -1.069, -0.050, 0.410, 0.365, 0.361, 0.187, 0.332, 0.419, 0.180, -1.256, 0.915, -0.982, -1.078, -0.337, 0.367, 0.328, 0.386, 0.503, 0.027, 0.370, 0.393, 0.368, 0.039, -0.665, -0.235, 0.056, 0.315, -0.146, -0.700, -0.404, -0.056, -0.406, 1.045, -0.629, -0.667, 0.268, 0.427, 0.460, 0.575, -0.509, -0.090, -0.755, -0.499, -0.588, -0.728, 0.595, 0.311, 0.305, 0.337, 0.329, 0.333]}

Record 2
{"formula": "C30H30AuFN7O5S", "method": "ωB97M-V with the def2-TZVPD basis set", "homo_lumo_gap_ev": [5.341, 5.099], "total_charge": 1, "e_homo_ev": [-8.813, -8.785], "symbols": ["Au", "S", "C", "N", "N", "C", "C", "C", "C", "C", "C", "N", "N", "C", "C", "C", "C", "C", "C", "H", "H", "H", "H", "H", "H", "H", "H", "H", "H", "H", "C", "C", "N", "C", "C", "C", "O", "O", "C", "O", "C", "C", "C", "F", "C", "C", "C", "N", "C", "C", "N", "C", "C", "H", "H", "H", "H", "H", "H", "H", "H", "H", "H", "H", "H", "H", "H", "H", "H", "H", "H", "O", "C", "O", "H"], "positions_angstrom": [[0.6372, 2.4580, 2.1840], [2.3996, 0.8809, 2.4289], [3.5501, 1.7349, 1.3810], [4.7805, 1.3016, 1.2376], [5.1749, 0.2919, 1.9420], [6.4486, -0.2240, 1.9187], [7.4355, 0.2589, 1.0542], [8.7143, -0.2542, 1.1395], [9.0155, -1.2429, 2.0648], [8.0271, -1.7450, 2.8979], [6.7448, -1.2470, 2.8240], [3.2222, 2.7790, 0.6428], [2.2029, 3.4865, 0.8062], [1.8650, 4.4473, -0.1110], [0.8814, 5.3864, 0.2168], [0.5392, 6.3536, -0.7068], [1.1806, 6.4094, -1.9364], [2.1732, 5.4897, -2.2577], [2.5129, 4.5078, -1.3564], [4.4984, -0.1245, 2.5962], [7.1775, 1.0338, 0.3507], [9.4938, 0.1210, 0.4948], [10.0228, -1.6172, 2.1452], [8.2671, -2.5132, 3.6149], [5.9683, -1.6202, 3.4748], [0.3950, 5.3260, 1.1763], [-0.2304, 7.0702, -0.4694], [0.9027, 7.1675, -2.6523], [2.6723, 5.5354, -3.2158], [3.2791, 3.7775, -1.5681], [-4.9500, 0.8986, -2.7047], [-5.1359, 0.6471, -1.2101], [-3.8510, 0.6786, -0.5385], [-3.4276, 1.8659, -0.0528], [-2.1711, 2.1231, 0.3940], [-1.9456, 3.5540, 0.9003], [-2.7104, 4.4032, 0.4792], [-1.0167, 3.7582, 1.7339], [-1.1877, 1.0932, 0.3382], [0.0500, 1.2555, 0.4840], [-1.7055, -0.2321, 0.0288], [-0.8868, -1.3498, 0.2028], [-1.3460, -2.6002, -0.1222], [-0.5705, -3.6736, 0.1678], [-2.5840, -2.7864, -0.7507], [-3.3895, -1.6734, -0.9293], [-3.0105, -0.4024, -0.4852], [-3.0354, -4.0244, -1.2488], [-2.0705, -5.0695, -1.4930], [-2.6209, -5.9970, -2.5707], [-3.9112, -6.5603, -2.0886], [-4.8861, -5.4698, -1.8145], [-4.2892, -4.5462, -0.7539], [-5.9145, 0.9231, -3.2034], [-4.3278, 0.1278, -3.1554], [-4.4597, 1.8590, -2.8482], [-5.6312, -0.3060, -1.0110], [-5.7482, 1.4415, -0.7794], [-4.1349, 2.6838, -0.0557], [0.0966, -1.2272, 0.6289], [-4.3288, -1.8088, -1.4352], [-1.8410, -5.6607, -0.5914], [-1.1464, -4.6250, -1.8615], [-1.9178, -6.8072, -2.7661], [-2.8089, -5.4417, -3.4914], [-3.7309, -7.0640, -1.2082], [-4.2950, -7.2230, -2.7707], [-5.8286, -5.8968, -1.4677], [-5.0487, -4.9176, -2.7433], [-4.1566, -5.1071, 0.1892], [-4.9761, -3.7223, -0.5599], [-0.4249, 1.9608, 4.2776], [0.2149, 2.9127, 4.7319], [1.0576, 3.5502, 4.0621], [0.0505, 3.2273, 5.7752]], "forces_ev_per_a": [[-0.02, -0.07, -0.15], [-0.99, 0.97, 0.26], [0.28, -1.65, 1.30], [-0.33, 0.91, -0.62], [-1.70, -0.39, 0.75], [1.28, -0.37, -0.03], [-0.46, 0.02, 0.19], [0.03, -0.16, 0.14], [0.08, -0.04, 0.02], [0.17, 0.05, -0.12], [-0.18, 0.33, -0.22], [0.38, 2.58, -2.31], [0.15, -2.22, 1.79], [0.35, 1.28, -1.55], [0.38, -0.46, 0.07], [0.06, 0.11, -0.20], [-0.04, -0.02, 0.03], [-0.09, 0.05, -0.07], [-0.09, -0.12, 0.39], [0.51, 0.11, -0.17], [0.03, 0.10, -0.06], [0.02, 0.08, -0.11], [0.13, -0.07, -0.03], [0.00, -0.11, 0.09], [-0.09, -0.05, 0.13], [-0.03, 0.10, 0.05], [-0.09, 0.07, 0.06], [-0.03, 0.10, -0.06], [0.00, 0.03, -0.03], [0.03, -0.03, -0.09], [-0.10, -0.08, 0.25], [-0.34, 0.02, -0.47], [0.14, 0.39, 0.41], [0.14, -0.11, -0.11], [0.25, 0.24, 0.43], [-0.63, -0.67, -0.99], [-0.12, 0.19, 0.12], [1.55, -0.23, 1.26], [-0.30, 0.24, -0.17], [-0.33, -0.46, -0.15], [-0.14, -0.16, -0.35], [-0.19, -0.29, -0.08], [0.20, 0.28, 0.11], [-0.08, 0.09, -0.04], [-0.06, 0.53, 0.02], [0.01, -0.08, 0.09], [0.59, -0.31, 0.23], [0.10, -0.16, 0.10], [-0.03, -0.12, -0.33], [0.83, 0.32, -0.05], [-0.14, -0.43, -0.05], [-0.53, 0.67, 0.46], [-0.04, -0.05, -0.18], [-0.07, -0.02, -0.11], [0.01, -0.05, -0.08], [0.01, 0.06, -0.07], [-0.01, 0.15, 0.03], [0.03, -0.18, 0.04], [-0.06, 0.03, -0.09], [0.14, 0.06, 0.06], [-0.16, -0.01, -0.12], [0.08, 0.07, -0.04], [-0.04, -0.19, 0.04], [-0.18, -0.07, -0.01], [-0.10, -0.13, 0.08], [-0.12, -0.04, -0.30], [0.09, 0.05, 0.22], [0.13, -0.12, -0.10], [0.05, -0.18, 0.06], [-0.04, 0.06, -0.02], [-0.03, -0.19, 0.00], [-0.60, -0.63, 0.20], [-0.38, -0.16, 0.87], [0.61, 0.56, -0.48], [0.09, 0.01, -0.14]], "mulliken_charge": [1.312, -0.439, 0.253, -0.585, 0.495, 0.687, -0.283, -0.552, -0.500, -0.572, -0.499, -0.376, -0.002, 0.343, -0.198, -0.651, -0.389, -0.618, -0.218, 0.162, 0.413, 0.367, 0.376, 0.360, 0.336, 0.381, 0.403, 0.392, 0.379, 0.448, -1.037, -0.948, 0.186, -0.348, -0.082, 0.323, -0.715, -0.737, 1.498, -0.783, 0.250, -0.966, 0.779, -0.354, -0.917, -0.350, -0.444, 0.207, -0.660, -0.994, -0.112, -0.692, -0.599, 0.402, 0.309, 0.338, 0.413, 0.484, 0.533, 0.679, 0.692, 0.404, 0.515, 0.430, 0.377, 0.400, 0.361, 0.393, 0.369, 0.184, 0.455, -0.548, 0.178, -0.562, 0.465]}

Record 3
{"formula": "C30H30BClN2O4Y", "method": "ωB97M-V with the def2-TZVPD basis set", "homo_lumo_gap_ev": 6.638, "de_lowest_kj_mol": 40.1, "total_charge": 1, "e_homo_ev": -10.299, "symbols": ["Y", "Cl", "C", "C", "C", "C", "O", "C", "C", "N", "C", "C", "C", "C", "C", "C", "C", "C", "N", "C", "C", "H", "H", "H", "H", "H", "H", "H", "H", "H", "H", "C", "C", "C", "O", "C", "H", "H", "H", "H", "H", "H", "H", "H", "C", "C", "C", "C", "C", "C", "C", "C", "O", "B", "O", "C", "C", "H", "H", "H", "H", "H", "H", "H", "H", "H", "H", "H", "H"], "positions_angstrom": [[0.1290, 0.4202, 1.8688], [1.2797, 7.2756, -0.5080], [1.2938, 5.5851, -0.1370], [1.4393, 4.6503, -1.1648], [1.4700, 3.3037, -0.8829], [1.3324, 2.8364, 0.4285], [1.3953, 1.5362, 0.6860], [1.1516, 3.7866, 1.4631], [1.0133, 3.4380, 2.8579], [0.6268, 2.2974, 3.3252], [0.6656, 2.0655, 4.7224], [0.4839, 3.0246, 5.6830], [0.5977, 2.7080, 7.0520], [0.8901, 1.4370, 7.4487], [1.0395, 0.4137, 6.4835], [1.3197, -0.9270, 6.8281], [1.4214, -1.8739, 5.8514], [1.2138, -1.4884, 4.5174], [0.9617, -0.2483, 4.1476], [0.8969, 0.7217, 5.1156], [1.1708, 5.1610, 1.1598], [1.5383, 4.9952, -2.1851], [1.6011, 2.5754, -1.6717], [1.2924, 4.2272, 3.5576], [0.2402, 4.0393, 5.3969], [0.4534, 3.4893, 7.7853], [0.9944, 1.1903, 8.4972], [1.4491, -1.1871, 7.8715], [1.6384, -2.9066, 6.0825], [1.2587, -2.2210, 3.7204], [1.0672, 5.8875, 1.9561], [0.8339, -4.0064, 0.7543], [1.6611, -3.2432, -0.2843], [1.8281, -1.8584, 0.3312], [0.7660, -1.7476, 1.3401], [-0.0875, -2.9256, 1.2717], [1.4679, -4.3910, 1.5553], [0.2810, -4.8377, 0.3223], [1.1148, -3.1738, -1.2244], [2.6235, -3.7113, -0.4783], [1.6925, -1.0557, -0.3915], [2.7763, -1.7381, 0.8545], [-0.9011, -2.7206, 0.5757], [-0.4865, -3.0975, 2.2710], [-2.8062, -2.5698, -6.1999], [-1.6438, -1.6508, -5.8000], [-0.3607, -2.4819, -5.7796], [-1.4820, -0.5450, -6.8522], [-1.9416, -1.0184, -4.4390], [-3.0801, -0.2164, -4.2904], [-3.4238, 0.3986, -3.0912], [-2.5826, 0.1856, -2.0222], [-2.6691, 0.6711, -0.7331], [-1.5695, 0.1703, -0.0431], [-0.8054, -0.6466, -0.9331], [-1.4603, -0.6044, -2.1517], [-1.1093, -1.2162, -3.3345], [-2.5996, -3.0394, -7.1637], [-3.7426, -2.0187, -6.2903], [-2.9500, -3.3583, -5.4587], [-0.1895, -2.9065, -6.7697], [-0.4269, -3.3118, -5.0726], [0.5109, -1.8747, -5.5261], [-1.2633, -0.9839, -7.8277], [-0.6621, 0.1252, -6.5870], [-2.3876, 0.0539, -6.9509], [-3.7278, -0.0617, -5.1434], [-4.3076, 1.0150, -3.0021], [-0.2155, -1.8212, -3.3920]], "forces_ev_per_a": [[0.31, -0.11, -0.02], [0.00, -0.01, 0.00], [0.00, 0.00, 0.00], [0.00, -0.01, 0.00], [0.06, -0.02, -0.05], [-0.02, 0.00, 0.17], [-0.03, 0.15, -0.06], [-0.02, 0.01, 0.06], [0.05, -0.04, -0.09], [-0.05, 0.01, -0.28], [-0.07, 0.09, 0.01], [0.00, 0.00, 0.02], [-0.01, 0.03, -0.02], [0.01, -0.04, 0.01], [-0.01, 0.00, 0.00], [0.00, 0.02, 0.04], [0.00, -0.04, -0.05], [0.03, 0.09, 0.03], [-0.19, -0.04, 0.02], [-0.02, -0.12, 0.06], [0.01, 0.00, -0.02], [0.00, 0.00, 0.00], [0.00, 0.00, 0.00], [0.00, 0.00, 0.00], [0.00, 0.00, 0.01], [0.00, 0.00, 0.00], [0.00, 0.00, 0.00], [0.00, 0.00, 0.00], [0.00, 0.00, -0.01], [0.01, -0.03, 0.01], [0.00, 0.00, -0.01], [0.04, 0.01, -0.02], [-0.01, -0.01, 0.02], [0.04, -0.10, -0.07], [0.10, 0.11, 0.07], [-0.04, -0.01, -0.05], [0.00, 0.01, 0.00], [0.00, -0.01, 0.00], [-0.02, 0.01, 0.01], [0.00, 0.00, -0.02], [0.02, 0.01, 0.01], [-0.02, 0.00, 0.03], [-0.01, 0.02, 0.02], [0.01, -0.02, 0.00], [0.00, -0.01, 0.00], [0.00, 0.01, 0.01], [0.00, 0.00, 0.00], [0.01, 0.00, 0.00], [0.01, 0.00, 0.01], [0.00, 0.00, 0.01], [0.00, -0.01, -0.02], [0.01, -0.01, 0.01], [0.06, -0.13, -0.08], [-0.01, 0.04, 0.16], [-0.18, 0.06, -0.04], [-0.03, 0.07, 0.13], [-0.03, 0.00, -0.04], [0.00, 0.01, 0.00], [0.00, 0.00, 0.00], [0.00, 0.00, 0.00], [0.00, 0.00, 0.00], [0.00, 0.00, 0.00], [0.00, 0.00, 0.00], [0.00, 0.00, 0.00], [0.00, 0.00, 0.00], [0.00, 0.00, 0.00], [0.00, 0.00, 0.00], [0.00, 0.00, 0.00], [0.00, 0.00, 0.00]], "mulliken_charge": [1.088, -0.203, 0.042, -0.564, -0.373, 0.325, -0.911, 0.301, 0.199, -0.188, -0.071, -0.418, -0.893, -0.918, 1.009, -0.581, -1.089, -0.025, -0.154, 0.405, -1.058, 0.435, 0.473, 0.483, 0.551, 0.411, 0.407, 0.445, 0.444, 0.600, 0.428, -0.694, -0.449, -0.336, 0.132, -0.532, 0.275, 0.432, 0.100, 0.398, 0.128, 0.444, 0.282, 0.362, -1.591, 2.013, -2.070, -1.594, 0.281, -0.646, -1.783, 1.289, -0.621, -0.293, 0.307, 0.183, -0.486, 0.449, 0.322, 0.376, 0.432, 0.381, 0.399, 0.440, 0.379, 0.328, 0.411, 0.421, 0.534]}

Largest force on an atom values, unit eV Å⁻¹, following the record order: 0.78; 3.48; 0.32.
Electronic energy values, unit eV, following the record order: -115370.8786; -69500.1655; -57008.4267.